[1]
{"formula": "CH3ClN2", "method": "ωB97M-V/def2-TZVPD", "homo_lumo_gap_ev": 10.652, "de_lowest_ev": 4.750, "lumo_ev": 0.50, "energy_ev": -16584.2007, "multiplicity": 1, "elements": ["C", "N", "N", "Cl", "H", "H", "H"], "xyz": [[0.236, 0.347, 0.264], [-0.450, -0.880, 0.331], [-0.517, 0.025, -0.824], [1.942, 0.036, 0.034], [0.139, 1.562, 1.195], [0.131, -1.645, -0.056], [-1.481, 0.555, -0.944]], "forces_ev_per_a": [[1.58, 2.99, 3.26], [-1.49, -0.64, 0.31], [-3.28, 1.92, -2.38], [1.13, 0.72, -0.04], [-0.20, -4.09, -2.87], [-0.15, 0.58, 0.80], [2.41, -1.48, 0.90]], "mulliken_charge": [0.33, -0.47, -0.45, -0.20, 0.28, 0.27, 0.25]}

---

[2]
{"formula": "C6H15N2O4P", "method": "ωB97M-V/def2-TZVPD", "homo_lumo_gap_ev": 9.173, "de_lowest_ev": 1.300, "lumo_ev": 0.83, "energy_ev": -26921.3489, "smiles": "COC(N/C=N/P(OC)OC)OC", "multiplicity": 1, "elements": ["C", "O", "C", "N", "C", "N", "P", "O", "C", "O", "C", "O", "C", "H", "H", "H", "H", "H", "H", "H", "H", "H", "H", "H", "H", "H", "H", "H"], "xyz": [[2.647, 1.551, 0.482], [1.760, 0.798, -0.447], [2.124, -0.583, -0.721], [1.343, -1.103, -1.716], [-0.117, -0.820, -1.777], [-0.858, -0.448, -0.889], [-2.729, 0.074, -0.672], [-2.500, 1.631, -0.535], [-1.292, 2.374, -0.517], [-2.635, -0.264, 0.866], [-3.324, -1.425, 1.301], [2.219, -1.291, 0.456], [1.113, -1.445, 1.351], [3.481, 1.947, -0.045], [2.884, 0.906, 1.353], [2.073, 2.346, 0.947], [3.159, -0.489, -1.000], [1.833, -0.822, -2.580], [-0.269, -0.784, -2.961], [-0.927, 2.438, -1.517], [-0.609, 1.599, -0.106], [-1.403, 3.246, 0.018], [-2.658, -2.178, 1.271], [-4.107, -1.788, 0.592], [-3.750, -1.216, 2.274], [0.636, -2.308, 1.087], [0.362, -0.658, 1.134], [1.546, -1.291, 2.351]], "forces_ev_per_a": [[-1.94, -2.15, 0.26], [0.21, 1.01, 0.77], [1.42, 2.30, 3.27], [-1.95, 0.06, -1.56], [2.70, 0.54, -4.87], [-2.65, 0.55, 1.84], [2.77, -0.41, -1.20], [-1.46, 0.86, -0.87], [1.32, -4.38, -0.30], [-0.87, -0.25, 1.13], [-2.28, 1.48, -0.69], [0.50, -0.62, 0.55], [0.80, 3.76, -0.51], [0.87, 0.15, -0.32], [0.44, 0.16, -0.74], [-0.33, 0.27, -0.49], [0.55, -0.56, -0.77], [-1.14, -0.57, 0.20], [-0.53, -0.45, 2.06], [0.08, 0.90, -0.87], [0.44, 1.40, 0.46], [-0.22, 1.84, 1.02], [2.38, -2.78, 0.70], [0.12, 0.79, 0.40], [0.00, -0.22, 0.13], [-1.13, -2.80, 0.18], [0.46, -0.18, 0.43], [-0.54, -0.70, -0.22]], "mulliken_charge": [-0.83, -0.28, -0.03, -0.28, -0.19, -0.13, 0.10, -0.25, -0.25, -0.15, -0.79, -0.47, -0.59, 0.28, 0.35, 0.25, 0.43, 0.37, 0.21, 0.27, -0.09, 0.36, 0.31, 0.35, 0.25, 0.32, 0.14, 0.34]}

---

[3]
{"formula": "C6H14N2O3", "method": "ωB97M-V/def2-TZVPD", "homo_lumo_gap_ev": 9.071, "de_lowest_ev": 1.038, "lumo_ev": 0.49, "energy_ev": -15570.5146, "smiles": "C[C@@H]1NN[C@@H](CO)[C@@H](O)[C@@H]1O", "multiplicity": 1, "elements": ["C", "C", "N", "N", "C", "C", "O", "C", "O", "C", "O", "H", "H", "H", "H", "H", "H", "H", "H", "H", "H", "H", "H", "H", "H"], "xyz": [[-0.449, -0.343, 2.946], [-0.041, -0.326, 1.465], [1.107, 0.487, 1.227], [1.534, 0.495, -0.120], [0.525, 0.688, -1.147], [1.135, 0.446, -2.540], [1.839, -0.783, -2.638], [-0.705, -0.173, -0.955], [-0.382, -1.524, -1.310], [-1.162, -0.024, 0.498], [-1.649, 1.326, 0.627], [0.484, -0.480, 3.539], [-0.844, 0.635, 3.229], [-1.194, -1.091, 3.166], [0.245, -1.325, 1.189], [0.790, 1.433, 1.426], [2.019, -0.392, -0.299], [0.197, 1.742, -1.123], [0.316, 0.579, -3.295], [1.890, 1.209, -2.693], [1.193, -1.463, -2.491], [-1.532, 0.198, -1.590], [-1.210, -2.005, -1.331], [-2.005, -0.726, 0.713], [-2.101, 1.415, 1.508]], "forces_ev_per_a": [[1.26, 0.90, -0.36], [-0.70, -1.23, 0.12], [0.05, 1.21, 0.38], [0.85, -0.71, -0.57], [-0.11, 0.18, -0.52], [-0.08, 0.36, 0.29], [0.16, 0.74, -0.32], [-0.56, 0.51, 0.11], [-0.27, 0.25, 0.39], [-1.34, -0.18, 0.44], [-0.48, -0.13, 1.11], [-0.80, -0.14, -0.26], [-0.09, 0.07, 0.13], [-0.12, -0.34, 0.05], [0.26, -0.82, 0.03], [0.50, 0.27, 0.06], [-0.10, 0.53, 0.12], [0.03, -0.31, 0.04], [0.67, -0.30, 0.38], [0.05, 0.20, -0.21], [-0.48, -0.69, 0.16], [0.34, -0.12, 0.07], [-0.10, -0.29, -0.02], [0.37, 0.23, -0.27], [0.70, -0.19, -1.33]], "mulliken_charge": [-1.54, 0.24, -0.44, -0.31, -0.38, -0.73, -0.56, -0.04, -0.62, -0.30, -0.57, 0.36, 0.35, 0.39, 0.40, 0.33, 0.39, 0.37, 0.30, 0.40, 0.35, 0.48, 0.38, 0.39, 0.37]}

---

[4]
{"formula": "C2H4Cl2", "method": "ωB97M-V/def2-TZVPD", "homo_lumo_gap_ev": 10.253, "de_lowest_ev": 1.075, "lumo_ev": 0.63, "energy_ev": -27182.8842, "smiles": "C=CCl.Cl", "multiplicity": 1, "elements": ["C", "C", "Cl", "H", "H", "H", "Cl", "H"], "xyz": [[1.295, 1.727, 0.003], [0.744, 0.525, -0.048], [1.665, -0.943, 0.017], [2.364, 1.869, 0.090], [0.661, 2.607, -0.042], [-0.320, 0.353, -0.135], [-2.357, -0.177, -0.023], [-3.177, 0.689, 0.448]], "forces_ev_per_a": [[-0.08, -0.15, 0.00], [0.21, 0.35, -0.06], [0.03, 0.01, 0.01], [-0.02, -0.01, 0.01], [0.07, -0.14, -0.01], [0.69, 0.18, 0.02], [-0.93, -0.20, 0.05], [0.03, -0.04, -0.02]], "mulliken_charge": [-0.69, 0.53, -0.19, 0.26, 0.25, -0.11, -0.30, 0.26]}